1.
105
Properties=species:S:1:pos:R:3 method="wB97M-V/def2-TZVPD" spin_multiplicity=1 de_lowest_ev=13.067 total_charge=-1 e_homo_ha=-0.18929 orbital_gap_ha=0.2356 lumo_energy_ev=1.26
P -0.68103 -0.37804 2.01352
F 2.17865 -1.95447 1.89269
F 2.11621 -3.95683 -0.25546
O 3.46509 -0.33814 0.65769
O -7.12930 3.73558 2.00280
O 4.49706 -1.26251 -2.76208
O 5.34665 -6.97999 2.93817
O 4.57872 -5.16046 1.97572
O -2.11041 0.40497 2.72236
O 3.30433 5.15674 -6.23926
O 4.24919 3.28809 -7.18143
O -1.03469 1.28521 -0.01321
O 5.00848 -5.10995 4.23073
O -5.35733 3.89864 3.29132
O 0.64892 0.46302 2.74483
O -0.08494 -3.39729 -1.03791
O 2.05820 3.42640 -7.09670
O -2.45202 -1.92616 5.29540
O 1.10116 0.90958 -0.77163
O -5.84499 1.86161 2.35057
N 1.53623 -1.48633 -0.55017
N 0.65627 3.02150 0.65355
C 1.11131 4.34883 -1.50607
C 0.85183 4.12959 -6.77039
C -6.08195 3.04696 2.52135
C -2.23284 -0.55871 5.79079
C 3.21163 4.06372 -6.77504
C 4.07457 -3.83209 2.08688
C -0.78374 -0.18864 0.12924
C -3.78215 -2.12210 1.65448
C 3.98157 0.11478 -2.78304
C -8.02813 2.97183 1.18729
C 4.99035 -5.68946 3.15640
C 0.00447 3.11412 -1.72164
C 1.98910 5.47335 -1.56180
C -2.65427 -2.20440 0.46942
C -3.63128 -2.02135 4.41656
C 0.17926 -0.54680 -2.47278
C -4.28073 3.27167 3.98335
C -3.13160 -2.80361 3.03655
C -2.27086 -0.78131 -0.24017
C 2.56474 0.32370 -3.57538
C -8.94079 2.10981 2.04189
C 1.08731 -2.91396 -0.62990
C 5.52565 3.89429 -6.99634
C 0.58398 5.24409 -7.76664
C 1.48430 -0.91492 -3.39510
C 5.77415 -7.70762 4.09751
C 4.58758 -8.11710 4.95235
C 0.49282 -0.46109 -0.84707
C 2.42654 -1.17811 0.61996
B 0.17522 2.05446 -0.45613
H -9.68261 1.59943 1.42099
H 3.88419 0.62469 -1.73082
H 1.26661 0.88809 2.08326
H 4.79244 0.76005 -3.37618
H -2.42738 -0.91002 -1.41649
H -1.99601 -0.62895 6.95821
H 4.79518 -3.17133 2.58048
H 0.58316 4.85436 -8.78974
H -7.47422 2.37466 0.45420
H -1.23479 -0.14847 5.30235
H 4.14202 -1.77297 -1.95342
H -4.73715 -2.77901 1.37502
H -1.95965 -2.76317 3.05653
H 1.68131 2.82118 0.85488
H 5.64161 4.73549 -7.68670
H -8.37587 1.35244 2.59145
H 4.91114 -8.74780 5.78531
H -3.11045 -0.00365 0.08829
H 0.11423 2.76789 1.51187
H -1.74479 -2.81720 0.88914
H 6.28573 -8.60601 3.73474
H 3.89533 -3.45100 1.07762
H -8.63289 3.69211 0.62525
H -9.46066 2.72038 2.78725
H 6.29236 3.14928 -7.22675
H -4.18911 -1.04133 1.85985
H 5.66574 4.22225 -5.96080
H -3.14478 0.16566 5.67672
H -4.67379 2.60848 4.76011
H 3.12354 -3.83923 2.62832
H -4.38796 -2.75444 4.94241
H -1.07499 3.56539 -1.69282
H 0.28820 2.61193 -2.75781
H 2.00583 -1.94827 -3.10234
H -0.30515 0.41734 -2.92103
H 0.03775 3.39791 -6.81870
H 4.07180 -7.24566 5.36385
H 2.04706 1.32447 -3.23839
H -3.41581 -3.95998 3.10369
H -4.09263 -0.99556 4.09414
H -0.38147 5.71739 -7.56616
H 6.50717 -7.12849 4.67033
H 1.35806 6.01454 -7.72209
H -0.61047 -1.42266 -2.65964
H -3.63171 2.71906 3.29567
H -3.68498 4.05267 4.46407
H 2.80924 0.42445 -4.72543
H -3.12709 -2.88707 -0.38872
H 1.05713 -1.11019 -4.49357
H 0.88770 4.50431 -5.74125
H 3.85346 -8.66689 4.35449
H -2.62530 0.89268 2.01525
H 2.85520 6.19967 -1.94485

***

2.
125
Properties=species:S:1:pos:R:3 method="wB97M-V/def2-TZVPD" spin_multiplicity=1 e_homo_ha=-0.27956 orbital_gap_ha=0.2748 lumo_energy_ev=-0.13
La 0.00831 0.26692 0.68167
S -1.69239 2.79978 -0.82152
O -1.55098 -0.36290 -0.90164
O 0.85785 2.83488 1.43843
O -0.03140 -2.53545 -0.85464
O 1.15026 -2.64872 1.67309
O 2.42695 -2.01593 -2.89521
N 0.43032 0.81531 5.00717
N 1.72246 1.19346 -1.31372
N -1.90935 1.37742 5.18618
N 2.39877 0.24542 2.20740
N -0.44689 0.14565 -3.51963
N -0.79927 2.26260 3.51271
N 1.17690 0.26974 2.78080
N -2.07739 2.65776 3.49133
N 3.29387 0.52309 3.09412
N -2.20424 5.35570 -0.99513
N -1.82643 -2.92342 4.77748
N 2.71379 0.77389 4.26941
N -2.73166 2.14847 4.47892
N -2.33596 4.52409 1.12197
C -1.00183 0.05737 -4.74547
C 1.71871 4.14866 -1.25083
C 4.02555 3.95920 -0.31145
C -0.46923 -3.43599 0.13176
C 0.91196 1.19988 -4.94126
C 5.13502 3.25750 0.12227
C 1.93058 -3.14839 -2.23110
C -3.17042 0.51327 1.60630
C -2.53012 -1.38067 2.86759
C -1.39782 -4.32643 4.93494
C -3.87653 -1.60743 3.18227
C 4.93565 -0.52014 -1.95708
C 2.88404 1.89564 -0.81314
C -4.49495 0.34036 1.97057
C 0.65117 -3.82472 1.07746
C 1.93176 4.66732 -2.67964
C 0.41109 -3.11429 -2.07415
C -1.52406 -2.40636 3.38762
C 4.87317 -1.04779 0.48319
C -0.17773 0.71246 -5.65954
C -2.11354 -0.32426 2.02774
C 1.41612 0.63154 4.04653
C -0.73491 1.47130 4.57203
C 4.03002 1.18274 -0.42472
C 2.29067 -2.91046 2.47308
C 4.15434 -0.31109 -0.65250
C 0.72626 0.84882 -3.60056
C 2.89298 3.30636 -0.78646
C -4.86285 -0.73949 2.75572
C -2.09585 4.29164 -0.15771
C -1.29294 -2.08219 5.86474
C 1.46119 5.34340 -0.32256
C -3.45393 0.25258 -4.48252
C 2.25097 -2.04955 -4.29527
C -2.35926 -1.99190 -4.26851
C 1.67414 1.23669 -2.60799
C -2.50279 -0.88457 -6.49865
C -2.31539 -0.64224 -4.99906
C 5.13411 1.87833 0.05387
H 4.72626 -2.12561 0.37504
H 0.00174 -2.48732 -2.86752
H -2.53572 5.46579 1.41886
H 0.82736 3.52678 -1.23882
H -3.35128 -2.43626 -4.37560
H -3.40744 -1.47067 -6.66702
H 2.23078 -4.06223 -2.76413
H -4.19594 -2.48780 3.74553
H -2.60072 0.05733 -7.04081
H 1.75870 2.85900 1.78528
H -1.67502 -4.69248 5.92127
H 1.90616 3.85933 -3.41018
H 4.04482 5.04118 -0.28064
H 2.72758 -2.94008 -4.72499
H -1.65317 -1.43061 -6.91199
H 5.94853 -0.86319 0.45117
H 3.07459 -3.40864 1.89402
H 2.89329 5.17894 -2.76123
H 2.53754 1.69833 -3.09796
H -2.70516 6.17967 -0.70889
H 2.72655 -1.15557 -4.69150
H -1.86855 -4.94846 4.17638
H -1.24685 -2.90080 0.68805
H -3.42317 1.22742 -4.97138
H -2.84370 -2.87391 4.84801
H -2.33957 0.19012 -0.91386
H 2.17604 6.14914 -0.50522
H 0.80214 1.17088 5.87609
H -0.31630 -4.38280 4.82571
H -1.71701 -1.08054 5.79854
H 6.01259 1.32466 0.35789
H 4.43930 -0.02424 -2.79178
H 2.67013 -1.95925 2.82874
H 3.15241 -0.72946 -0.77098
H -0.91500 -0.15875 -2.58935
H -0.89512 -4.34050 -0.31514
H -2.13974 5.15989 -1.97821
H 4.50119 -0.73469 1.45372
H -0.21256 -2.01514 5.77215
H 6.00504 3.78362 0.49475
H -2.95684 1.36370 0.96756
H -5.89705 -0.90915 3.02630
H 0.45860 5.73357 -0.49699
H -5.24526 1.04266 1.62635
H -1.63169 -2.68247 -4.70248
H -2.14880 -1.87184 -3.20481
H 2.39832 -3.14510 -1.24349
H 0.27012 2.81981 2.23525
H -0.00068 -4.12434 -2.17258
H 5.94200 -0.10836 -1.85610
H 2.02746 -3.54778 3.32763
H 1.19356 -2.03418 -4.58210
H 1.75074 1.76020 -5.32611
H -1.55851 -3.29371 2.75021
H 5.01197 -1.58288 -2.19132
H -0.35978 0.83181 -6.71441
H 1.53089 5.04289 0.72094
H -0.51705 -1.99169 3.35524
H -2.39507 3.79152 1.84245
H -4.42396 -0.20776 -4.68296
H 1.45100 -4.33984 0.52894
H -3.35689 0.40629 -3.40730
H 1.13841 5.37179 -2.93953
H -1.55987 -2.52163 6.82542
H 0.27604 -4.51626 1.84747

***

3.
13
Properties=species:S:1:pos:R:3 method="wB97M-V/def2-TZVPD" spin_multiplicity=1 e_homo_ha=-0.36624 orbital_gap_ha=0.3750 smiles=OB(O)[C@H]1CC1(F)F lumo_energy_ev=0.24
F 2.66077 -0.09158 -0.50625
F 1.43273 -0.98842 0.94627
O -0.92712 -0.68695 1.14482
O -2.16301 -0.62279 -0.94885
C 1.45316 -0.03492 0.00155
C 0.85710 1.28813 0.24917
C 0.21955 0.34584 -0.75188
B -1.03812 -0.45071 -0.17916
H 1.25387 2.20190 -0.05030
H 0.20294 1.17596 1.07850
H -2.91264 -1.15191 -0.67700
H -1.41365 -1.36369 1.52539
H 0.37441 0.37914 -1.83226

***

4.
14
Properties=species:S:1:pos:R:3 method="wB97M-V/def2-TZVPD" spin_multiplicity=1 de_lowest_ev=4.045 e_homo_ha=-0.33189 orbital_gap_ha=0.3387 smiles="C=C=C=C.CO" lumo_energy_ev=0.19
O -0.98472 -0.19340 0.97971
C -0.21825 -1.59070 -1.15797
C 1.72564 -0.25105 -0.29565
C 2.20816 0.60714 0.57892
C 0.94205 -1.00739 -0.95905
C -1.60357 0.83248 0.24454
H 2.21780 1.67314 0.36856
H -0.03311 -0.00939 0.96978
H 2.57119 0.27080 1.54705
H -2.58053 0.46172 -0.08196
H -1.75095 1.71997 0.87151
H -0.96587 -1.17054 -1.82602
H -1.03929 1.13049 -0.65500
H -0.48856 -2.47330 -0.58443

***

5.
91
Properties=species:S:1:pos:R:3 method="wB97M-V/def2-TZVPD" spin_multiplicity=1 e_homo_ha=-0.31419 orbital_gap_ha=0.3138 lumo_energy_ev=-0.01
I 1.55222 -2.93853 -1.79496
Br -2.21047 -2.26447 -4.45178
S 1.17541 0.36026 4.33788
S -2.62135 -3.32628 -0.55738
S 1.91835 -1.11606 1.78961
O -1.02752 -3.33578 -0.43355
O -2.23316 7.29927 2.76219
O 0.75448 3.54694 -0.53819
O -1.92803 -6.88386 0.40447
O -2.69126 -2.11579 -1.56887
O -3.09295 -4.50378 -1.20671
O -1.16823 2.78016 -4.84446
O 3.00058 -0.69493 -4.86361
O -3.15841 -2.97940 0.72230
N 3.42560 -1.06781 3.85012
C 2.17324 -0.57428 3.43764
C -4.29950 7.39482 4.07005
C -1.44098 -0.92552 -3.23662
C -1.24672 -0.44914 -0.69255
C 3.42486 -2.51972 4.11817
C -1.34323 -1.51322 -1.82462
C -2.55479 4.15063 -3.37500
C -3.89204 -8.04779 1.27537
C 3.94968 -1.25513 -5.76473
C -1.35891 4.08537 -4.30541
C 4.03652 -2.76446 -5.64451
C 0.59348 0.74629 -3.29094
C -0.20448 -0.37140 -3.97144
C 0.20550 -0.72245 1.40293
C 2.56208 -2.94831 5.31388
C -2.66901 -7.20074 1.57404
C 0.08989 -0.11130 -0.00827
C 5.64059 -0.37865 4.69327
C 4.12453 -0.26965 4.86383
C -0.37337 3.81270 0.29501
C -0.54146 -2.81713 -1.68319
C -3.05013 6.61579 3.70854
C -0.43124 5.24680 0.77704
H -3.47850 3.91609 -3.90986
H 2.34025 -2.10394 5.97323
H 4.46549 -2.82091 4.25746
H 0.14566 0.97682 0.09595
H 0.44529 5.48452 1.38464
H -0.44625 5.93098 -0.07254
H -4.58041 -7.50889 0.62050
H -2.47222 6.38216 4.60902
H -1.96326 8.13561 3.15024
H 3.07804 -3.01610 3.21031
H -1.46265 4.81876 -5.11188
H -1.70816 0.45926 -1.09231
H 1.54952 3.72833 -0.02940
H -1.97836 -7.74184 2.22127
H -4.03974 8.34636 4.53992
H 1.60530 -3.35936 4.98420
H 3.07769 -3.70868 5.90524
H -4.42618 -8.30006 2.19294
H -0.37451 3.12350 1.14827
H 3.60694 -0.96822 -6.75833
H -1.95490 2.53876 -5.34153
H 5.96756 -1.41506 4.58003
H -2.66005 5.14625 -2.94130
H -2.96652 -6.28322 2.09488
H 3.27472 -0.90751 -3.96680
H -2.20452 -0.14558 -3.18535
H -1.92179 -0.79610 0.09562
H 0.94386 1.44637 -4.04808
H 4.93477 -0.80227 -5.60900
H 3.81603 0.76633 4.71190
H -0.00618 1.32845 -2.58985
H -4.88645 7.60795 3.17646
H 4.37061 -3.05418 -4.64471
H 5.96339 0.16625 3.80137
H 6.15338 0.03799 5.56301
H 4.74475 -3.17427 -6.36591
H 0.95302 -0.37886 -0.60478
H -3.60103 -8.97182 0.77455
H -3.31409 5.67121 3.23248
H -1.24246 3.58012 -0.32136
H 0.44656 -1.19131 -4.28595
H -2.44151 3.42826 -2.56522
H -0.14026 -0.01936 2.16688
H -0.39207 -1.63378 1.49740
H -0.60722 0.04602 -4.89907
H 1.47070 0.36921 -2.76071
H -4.91924 6.83254 4.76964
H -2.50488 -6.39622 -0.19004
H 3.81900 -0.55399 5.87817
H -0.43992 4.30753 -3.76284
H -1.31571 5.43360 1.38380
H 3.05939 -3.21631 -5.81808
H -0.87263 -3.48491 -2.48406

***

6.
11
Properties=species:S:1:pos:R:3 method="wB97M-V/def2-TZVPD" spin_multiplicity=1 de_lowest_ev=4.289 e_homo_ha="-0.30262 / -0.28633" orbital_gap_ha="0.2914 / 0.2717" lumo_energy_ev="-0.31 / -0.40"
Cl 2.37310 1.22444 0.16230
S 1.58516 -1.53746 -0.10418
O -2.20990 1.98593 0.20584
C 1.19830 -0.01965 0.33063
C -1.24868 2.01017 -0.49942
C 0.15344 -2.47360 0.26064
H 0.12533 -3.33122 -0.40660
H -0.56868 2.96362 -0.52758
H -0.82580 -2.00839 0.56387
H -0.73873 1.10113 -0.82939
H 0.15646 0.08503 0.84390

***

7.
58
Properties=species:S:1:pos:R:3 method="wB97M-V/def2-TZVPD" spin_multiplicity=1 de_lowest_ev=0.000 total_charge=+3 e_homo_ha=-0.66268 orbital_gap_ha=0.2768 lumo_energy_ev=-10.50
Pt 0.03057 1.22904 0.35164
P -0.45186 -0.20210 -1.34810
O 0.51639 3.54261 -0.85151
N -0.04336 1.07127 2.45998
N 1.91390 0.61089 0.71742
N 0.05995 -0.50833 6.11783
N -1.93842 2.26837 3.10125
N -0.96802 0.88000 4.62330
N 1.10507 -0.18705 4.10048
C 0.04250 0.06725 4.93832
C 1.18576 -4.40350 -0.93576
C 4.17725 0.18654 0.16098
C 1.02526 -3.86567 -2.20596
C 1.00170 0.32797 2.92621
C 2.12627 0.16578 1.97531
C 0.57734 2.84166 -3.75178
C -3.13823 -1.02433 -0.84386
C 4.40298 -0.30447 1.43752
C -0.37448 0.22534 -4.16532
C 2.91403 0.63315 -0.17515
C -3.64409 1.50738 0.31074
C -4.63460 0.53667 0.24360
C -0.10615 1.07428 -5.23896
C 0.37830 2.36208 -5.03817
C -4.38849 -0.70910 -0.32558
C 0.55502 -2.57185 -2.35987
C 0.40038 2.46734 -1.30726
C 0.23536 -1.81956 -1.22423
C -0.12117 0.67206 -2.87787
C -0.97742 1.39656 3.41586
C 0.32247 1.98639 -2.68380
C 0.38557 -2.36992 0.05786
C 0.86471 -3.65766 0.19603
C -2.14741 -0.05409 -0.81867
C 3.36114 -0.31112 2.35635
C -2.40955 1.21337 -0.25041
H -2.55901 2.54286 3.84987
H 3.48898 -0.65260 3.37429
H -0.68117 -0.32631 6.77816
H -0.79521 -0.75106 -4.36243
H 1.26967 -4.45256 -3.08074
H -3.85920 2.48098 0.72844
H -1.70539 2.08447 -0.35333
H -1.81489 2.91957 2.34584
H 5.38289 -0.66452 1.72211
H -0.28863 0.72273 -6.24611
H 0.09156 -1.81118 0.94015
H 0.83830 -1.08740 6.39128
H 0.97783 -4.08989 1.18101
H 1.55774 -5.41348 -0.82451
H 0.90941 3.85640 -3.57420
H -5.61879 0.75980 0.63451
H 2.68638 0.99617 -1.16768
H 0.45581 -2.16511 -3.35543
H 0.57958 3.00081 -5.88777
H -5.18270 -1.44319 -0.36024
H -2.93603 -2.01037 -1.24241
H 4.96418 0.22663 -0.57922

***

8.
55
Properties=species:S:1:pos:R:3 method="wB97M-V/def2-TZVPD" spin_multiplicity=1 de_lowest_ev=1.246 total_charge=-1 e_homo_ha="-0.14129 / -0.14124" orbital_gap_ha="0.2139 / 0.2138" lumo_energy_ev="1.97 / 1.97"
Sb 2.71714 -2.98664 1.40809
Pd 0.86634 -1.29065 -2.72583
Se 1.97596 -1.46085 -0.60333
Se 2.24289 -1.77760 3.42491
Se 4.36860 -1.90143 -0.12154
Se 2.40460 -5.34170 1.23450
S -1.69928 -1.01993 -2.03154
S 0.56862 1.28550 -2.64000
N -0.09526 2.04405 -0.16975
N 0.38654 -1.46645 -4.90867
N -0.66935 -0.72088 -5.24165
N -0.88966 -0.53785 0.44793
C 1.85637 3.20887 0.70833
C -3.43018 -2.61079 3.82520
C 3.93317 3.05574 2.55714
C -0.67104 1.74406 1.13305
C -2.29978 -2.53179 3.02054
C 0.70258 3.25558 -0.26091
C 2.71011 2.10809 0.71777
C 0.24945 -1.26971 -7.14418
C -0.34365 0.32025 1.48905
C -4.74040 -1.61129 2.07758
C 3.73637 2.02600 1.64443
C -4.65070 -2.15076 3.35601
C 0.95448 -1.81035 -6.05324
C -3.61438 -1.53641 1.27356
C -0.90596 -0.15260 -0.83675
C -0.16830 1.13707 -1.15937
C 3.09624 4.16215 2.54398
C -2.38633 -1.99969 1.74047
C -1.15994 -1.90994 0.86895
C 2.05367 4.23164 1.62743
C -0.78910 -0.56953 -6.57135
H 0.73660 0.16330 1.58903
H -3.35213 -3.02671 4.82161
H 1.04737 3.33544 -1.28936
H 1.83535 -2.43001 -6.04490
H 4.36619 1.14518 1.65591
H 0.06192 4.11487 -0.03935
H -5.69257 -1.25273 1.70663
H 2.55421 1.29383 0.01798
H -1.75630 1.89282 1.11035
H -1.26263 -2.52194 -0.02511
H -1.19492 -0.30729 -4.47832
H 0.46447 -1.37738 -8.19245
H 4.73063 2.98655 3.28575
H -0.23773 2.42829 1.86225
H -5.53120 -2.20947 3.98341
H 1.38383 5.08511 1.63135
H -0.28274 -2.25048 1.42862
H -1.58965 0.00688 -7.00194
H -0.81695 0.04044 2.43146
H -3.67491 -1.12475 0.27203
H -1.33929 -2.87770 3.38632
H 3.24062 4.96356 3.25789

***

In the order shown, the computed DFT total energy values come out to -3091.04553; -3097.67663; -492.42693; -270.40925; -5706.24348; -1050.76795; -1905.64868; -11802.81959 a.u..
In the order shown, the computed molecular weight values come out to 781.52; 981.02; 121.88; 84.12; 790.68; 124.59; 672.57; 938.59 g/mol.